DFT (wB97M-V/def2-TZVPD) results for a 3-piece molecular cluster, C37H56F2NO3S overall in a non-equilibrium geometry.

Cartesian coordinates (Å):
C 8.55 -1.80 1.53
C 7.08 -1.79 1.10
C 6.89 -2.18 -0.36
C 5.44 -2.30 -0.83
C 4.63 -1.01 -0.74
C 4.53 -0.28 -2.08
C 3.62 0.96 -2.10
C 3.69 1.85 -0.86
C 2.57 2.90 -0.77
C 1.17 2.41 -1.13
C 0.72 1.18 -0.32
C 0.10 0.05 -1.15
C -0.92 -0.76 -0.35
C -1.78 -1.75 -1.15
C -2.92 -0.94 -1.81
C -3.96 -0.36 -0.82
C -3.90 1.16 -0.54
C -3.45 1.57 0.88
C -4.25 2.75 1.44
C -5.65 2.34 1.88
C -0.86 -2.44 -2.21
S -0.72 -1.71 -3.87
N -1.34 -3.82 -2.28
C -1.65 -4.18 -0.95
O -1.43 -5.28 -0.50
C -2.34 -2.99 -0.32
C -3.82 -3.35 -0.59
C -2.07 -2.87 1.23
O -3.05 -2.51 1.91
O -0.90 -3.17 1.59
H 8.76 -1.02 2.27
H 9.20 -1.61 0.67
H 8.84 -2.76 1.96
H 6.51 -2.50 1.72
H 6.65 -0.81 1.29
H 7.38 -3.15 -0.52
H 7.43 -1.47 -1.00
H 4.96 -3.10 -0.27
H 5.46 -2.62 -1.88
H 5.08 -0.34 -0.01
H 3.62 -1.22 -0.37
H 4.13 -0.99 -2.81
H 5.54 -0.03 -2.43
H 3.91 1.58 -2.96
H 2.60 0.64 -2.30
H 4.64 2.38 -0.88
H 3.69 1.26 0.05
H 2.81 3.78 -1.38
H 2.54 3.26 0.26
H 1.13 2.18 -2.20
H 0.46 3.23 -0.97
H -0.02 1.49 0.42
H 1.56 0.77 0.25
H 0.91 -0.61 -1.48
H -0.35 0.48 -2.05
H -1.59 -0.04 0.11
H -0.42 -1.28 0.47
H -3.41 -1.55 -2.57
H -2.46 -0.10 -2.34
H -3.90 -0.88 0.14
H -4.95 -0.59 -1.22
H -4.90 1.57 -0.70
H -3.26 1.65 -1.28
H -3.56 0.72 1.55
H -2.39 1.82 0.89
H -3.72 3.15 2.31
H -4.31 3.55 0.70
H -6.22 1.90 1.06
H -6.22 3.19 2.25
H -5.59 1.60 2.69
H 0.15 -2.45 -1.80
H -1.50 -2.62 -4.44
H -0.67 -4.46 -2.68
H -4.11 -3.21 -1.63
H -3.97 -4.40 -0.34
H -4.48 -2.79 0.07
F 2.05 6.22 -1.16
C 2.78 6.88 -0.25
C 4.15 6.70 -0.24
C 4.90 7.39 0.70
C 4.28 8.24 1.61
C 2.90 8.40 1.58
C 2.14 7.72 0.64
H 4.61 6.03 -0.95
H 5.97 7.25 0.73
H 4.87 8.77 2.35
H 2.42 9.05 2.29
H 1.06 7.83 0.59
F -9.41 -5.34 1.87
C -8.11 -4.99 2.09
C -7.82 -3.67 2.38
C -6.50 -3.32 2.60
C -5.49 -4.28 2.54
C -5.82 -5.59 2.25
C -7.14 -5.96 2.02
H -8.62 -2.94 2.41
H -6.24 -2.29 2.82
H -4.46 -3.98 2.69
H -5.04 -6.34 2.18
H -7.42 -6.98 1.79

Values from the calculation:
Frontier orbital gap (eV): 7.17
Charge: -1
Molecular weight (g/mol): 632.92